# 1
The following is a DFT calculation (the ωB97M-V functional and the def2-TZVPD basis) of a single C3H4S2 molecule at a distorted geometry.

Results
Orbital gap, Eh: 0.2982
Structure (SMILES): C=CC(=S)S
Total charge: 0
E_HOMO, eV: -8.85
Multiplicity: 1

Last column: Löwdin charge in e.
CARTESIAN COORDINATES (ANGSTROEM)
C: 0.244 -0.878 -0.772  -1.222
C: -0.557 0.338 -0.415  -0.286
C: -0.442 1.007 0.694  -0.003
H: 1.201 -0.865 1.396  -0.122
H: -1.259 0.626 -1.196  0.090
H: -1.133 1.796 0.904  0.057
H: 0.389 0.990 1.431  0.069
S: 1.392 -1.638 0.281  0.768
S: 0.165 -1.377 -2.322  0.649


# 2
The following is a DFT calculation (the ωB97M-V functional and the def2-TZVPD basis) of a single C3H4S2 molecule at a distorted geometry.

Results
Orbital gap (alpha / beta), Eh: 0.2518 / 0.2345
Total charge: 0
E_HOMO (alpha / beta), eV: -8.04 / -7.84
Multiplicity: 1

Last column: Löwdin charge in e.
CARTESIAN COORDINATES (ANGSTROEM)
C: 1.262 0.571 0.137  -0.395
C: -1.242 -0.308 -0.258  -0.659
C: 0.199 -0.268 -0.268  -0.666
S: 1.669 -1.182 -0.295  0.932
S: -1.594 -0.656 1.556  0.409
H: 1.489 1.374 -0.594  0.090
H: 1.652 0.974 1.143  0.121
H: -1.821 0.632 -0.463  0.076
H: -1.614 -1.135 -0.959  0.092


# 3
The following is a DFT calculation (the ωB97M-V functional and the def2-TZVPD basis) of 2 unconnected molecules or ions with the total composition C3H4S2 at a distorted geometry.

Results
Orbital gap (alpha / beta), Eh: 0.2200 / 0.3392
Total charge: 0
E_HOMO (alpha / beta), eV: -6.52 / -10.29
Multiplicity: 3

Last column: Löwdin charge in e.
CARTESIAN COORDINATES (ANGSTROEM)
C: -1.807 -0.090 0.167  -0.573
C: 0.946 -0.697 -0.124  -0.764
C: 1.218 0.667 -0.100  -0.187
S: -3.264 0.583 0.191  0.619
S: 0.924 -2.239 0.130  0.684
H: -1.634 -1.248 0.277  -0.008
H: 1.185 0.934 -1.185  0.116
H: 2.117 1.022 0.348  0.070
H: 0.314 1.068 0.298  0.043


# 4
The following is a DFT calculation (the ωB97M-V functional and the def2-TZVPD basis) of 2 unconnected molecules or ions with the total composition C3H4Si at a distorted geometry.

Results
Orbital gap, Eh: 0.2986
Structure (SMILES): C#[SiH].C#C
Total charge: 0
E_HOMO, eV: -8.45
Multiplicity: 1

Last column: Löwdin charge in e.
CARTESIAN COORDINATES (ANGSTROEM)
C: 2.364 -0.529 0.827  -0.390
C: -1.931 -0.258 -0.078  0.018
C: -1.180 -0.058 -1.008  -0.041
Si: 1.285 0.761 0.653  0.663
H: 2.073 -1.388 0.209  -0.124
H: -2.783 -0.506 0.544  0.040
H: -0.341 -0.047 -1.483  -0.064
H: 0.514 2.026 0.337  -0.103


# 5
The following is a DFT calculation (the ωB97M-V functional and the def2-TZVPD basis) of 25 unconnected molecules or ions with the total composition C3H56B3IO27S.

Results
Orbital gap, Eh: 0.3163
Total charge: 0
E_HOMO, eV: -8.87
Multiplicity: 1

Last column: Löwdin charge in e.
CARTESIAN COORDINATES (ANGSTROEM)
C: 3.335 -0.749 1.165  -0.105
C: 2.630 0.613 1.022  -0.520
S: 2.781 1.408 -0.588  0.950
C: 1.371 0.777 -1.560  -0.311
B: 0.277 0.236 -0.608  -0.619
O: -0.805 1.014 -0.208  0.253
B: -1.106 0.948 1.133  -0.340
O: -1.013 -0.298 1.744  0.154
B: -0.301 -1.260 1.106  -1.092
I: -0.268 -3.147 2.110  1.153
O: 0.326 -1.057 -0.076  0.221
H: 3.730 -1.085 0.208  0.063
H: 4.160 -0.686 1.869  0.077
H: 2.650 -1.519 1.512  0.050
H: 3.085 1.328 1.703  0.072
H: 1.607 0.536 1.361  0.035
H: 0.980 1.631 -2.112  0.079
H: 1.699 0.038 -2.292  0.067
H: -1.398 1.884 1.789  0.135
O: -4.627 1.394 3.041  -0.042
H: -4.993 0.883 3.774  0.048
H: -3.838 0.913 2.771  0.030
O: -1.792 0.722 4.619  -0.038
H: -2.466 0.295 5.157  0.056
H: -1.764 0.206 3.799  0.016
O: 0.467 4.179 -0.583  -0.059
H: -0.142 4.808 -0.182  0.038
H: -0.105 3.422 -0.747  -0.009
O: 5.022 -0.058 -3.122  -0.064
H: 4.488 0.367 -3.807  0.023
H: 4.481 0.036 -2.329  -0.001
O: 1.401 1.104 3.819  -0.039
H: 0.756 0.852 4.490  0.030
H: 1.622 2.020 4.019  0.051
O: -2.563 3.392 -0.735  -0.044
H: -2.232 2.561 -1.090  0.020
H: -3.241 3.101 -0.115  0.023
O: -0.961 3.422 4.104  -0.081
H: -1.316 2.612 4.493  -0.016
H: -1.757 3.854 3.762  -0.010
O: 3.003 -0.380 -5.026  -0.074
H: 3.558 -0.624 -5.779  0.002
H: 2.153 -0.759 -5.266  0.043
O: 0.040 -6.688 3.575  -0.076
H: 0.119 -6.070 2.842  -0.042
H: 0.588 -6.268 4.246  0.024
O: -3.406 -1.867 3.878  -0.059
H: -2.909 -2.142 3.097  -0.024
H: -4.231 -2.359 3.825  0.047
O: -4.944 1.543 -0.702  -0.049
H: -5.200 2.094 -1.452  0.015
H: -5.035 0.638 -1.021  0.046
O: -6.722 2.350 5.027  -0.046
H: -7.569 2.647 4.681  0.044
H: -6.083 2.981 4.682  0.013
O: 5.142 0.278 -7.197  -0.039
H: 5.381 0.904 -7.889  0.053
H: 5.586 0.632 -6.418  0.050
O: -5.939 -0.701 0.842  -0.066
H: -6.368 -1.050 1.627  0.032
H: -5.774 0.232 1.043  0.002
O: 1.918 -5.366 0.175  -0.077
H: 1.252 -4.753 0.513  -0.081
H: 1.474 -6.219 0.127  0.046
O: 4.060 -3.141 -4.423  -0.054
H: 4.270 -2.228 -4.183  0.009
H: 3.861 -3.569 -3.585  0.045
O: 4.830 -2.120 -9.340  -0.053
H: 4.673 -1.221 -9.030  0.017
H: 5.442 -2.474 -8.686  0.049
O: 2.709 -5.065 3.376  -0.081
H: 3.286 -5.691 3.824  0.044
H: 2.815 -5.261 2.436  0.014
O: -6.707 2.930 -2.654  -0.049
H: -7.329 3.289 -3.293  0.047
H: -7.183 2.881 -1.819  0.044
O: -0.324 -3.025 -3.017  -0.043
H: -0.269 -2.429 -3.770  0.033
H: 0.144 -2.578 -2.303  0.014
O: 7.722 0.702 -2.088  -0.071
H: 8.297 0.461 -2.819  0.025
H: 6.853 0.359 -2.337  -0.015
O: -3.658 4.193 3.636  -0.054
H: -4.339 4.600 4.180  0.030
H: -3.975 3.296 3.454  0.008
O: 2.918 -2.337 -7.064  -0.062
H: 3.258 -3.050 -6.507  0.026
H: 3.262 -2.500 -7.952  0.014
O: -3.976 4.745 6.558  -0.056
H: -3.184 5.143 6.180  0.039
H: -3.674 4.341 7.377  0.041


# 6
The following is a DFT calculation (the ωB97M-V functional and the def2-TZVPD basis) of a molecular structure, C3H5AgLiO3 at a distorted geometry.

Results
Orbital gap (alpha / beta), Eh: 0.3625 / 0.2521
Total charge: +2
E_HOMO (alpha / beta), eV: -18.76 / -18.72
Multiplicity: 2

Last column: Löwdin charge in e.
CARTESIAN COORDINATES (ANGSTROEM)
H: -2.073 1.293 1.481  0.201
O: 1.535 0.016 0.288  -0.100
C: 0.673 -0.982 -0.029  -0.236
C: -0.593 -0.609 -0.777  -0.105
O: -1.616 -0.163 0.123  0.041
C: -1.689 1.108 0.441  -0.258
O: -0.833 1.937 0.190  -0.027
Li: 3.082 -0.366 1.516  0.910
Ag: 1.180 2.432 -0.631  0.897
H: 0.468 -1.612 0.863  0.175
H: 1.279 -1.684 -0.662  0.201
H: -1.005 -1.509 -1.245  0.161
H: -0.409 0.140 -1.558  0.139


# 7
The following is a DFT calculation (the ωB97M-V functional and the def2-TZVPD basis) of a single C3H5B molecule at a distorted geometry.

Results
Orbital gap (alpha / beta), Eh: 0.2681 / 0.2682
Structure (SMILES): C1B2CC12
Total charge: 0
E_HOMO (alpha / beta), eV: -7.46 / -7.46
Multiplicity: 1

Last column: Löwdin charge in e.
CARTESIAN COORDINATES (ANGSTROEM)
B: 0.135 -0.643 0.947  -0.089
C: 0.440 -0.905 -0.520  -0.141
C: -0.743 0.567 0.724  -0.142
C: 0.190 0.546 -0.379  -0.215
H: 1.703 -1.015 -0.577  0.163
H: 0.053 -1.458 -1.351  0.081
H: -1.700 0.018 0.549  0.127
H: -1.061 1.572 0.958  0.102
H: 0.984 1.319 -0.351  0.114


# 8
The following is a DFT calculation (the ωB97M-V functional and the def2-TZVPD basis) of 2 unconnected molecules or ions with the total composition C3H5Br at a distorted geometry.

Results
Orbital gap, Eh: 0.3300
Total charge: 0
E_HOMO, eV: -9.39
Multiplicity: 1

Last column: Löwdin charge in e.
CARTESIAN COORDINATES (ANGSTROEM)
C: -0.076 -0.619 -0.594  -0.185
C: 0.098 0.864 -0.192  -0.215
C: 1.023 -0.177 0.330  -0.820
Br: 2.860 -0.037 -0.038  0.676
H: -0.841 -1.269 -0.108  0.102
H: 0.179 -0.916 -1.682  0.127
H: 0.591 1.543 -0.800  0.071
H: -0.574 1.230 0.431  0.040
H: 0.576 -0.483 2.207  0.205


Energy values, unit eV, following the record order: -24844.9219, -24842.6023, -24840.7823, -11045.1390, -80277.0832, -13519.0008, -3862.9790, -73229.5706.